This record from OMol25 describes a molecular structure, C2H7NO2S in a non-equilibrium geometry. The level of theory is ωB97M-V with the def2-TZVPD basis set.

Summary:
energy above the lowest of the compared OMol25 structures with the same formula, charge and spin = 129.0 kcal/mol
HOMO energy (spin up / spin down) = -9.026 / -9.022 eV

Geometry (Å):
C -0.756 -0.636 -1.860
C -0.872 0.507 0.754
N -0.166 0.151 1.967
O 1.988 -0.582 0.346
O 0.644 1.378 -1.304
S 0.218 0.098 -0.772
H -0.627 -0.248 -2.831
H -1.296 -1.661 -1.786
H -0.973 1.574 0.803
H -1.711 -0.072 0.733
H 0.775 0.649 2.142
H -0.022 -0.894 1.956
H 2.797 -0.263 -0.146